[1]
C5H13NO | ωB97M-V with the def2-TZVPD basis set

Values from the calculation:
DFT total energy   -328.258242 a.u.
M   103.16 g mol⁻¹
Largest force on an atom   3.78 eV/A
HOMO level   -9.99 eV
Energy above the lowest of the compared OMol25 structures with the same formula, charge and spin   38.0 kcal per mole

XYZ file:
```
20
Properties=species:S:1:pos:R:3:forces:R:3:nbo_charge:R:1
C 1.53291 2.37656 -0.87908 0.1 -0.5 1.9 -0.728
C 2.16194 0.97923 -0.62716 -0.6 1.4 -2.7 0.688
N 3.07410 0.79550 -1.64117 1.5 -2.9 -1.2 -0.867
O 1.77679 0.11399 0.08703 -0.5 -1.0 1.3 -0.578
H 2.40128 3.03285 -0.68747 -0.6 0.4 -1.2 0.224
H 0.85165 2.65487 -0.06406 0.0 -0.4 -0.2 0.228
H 0.95988 2.33109 -1.83658 1.1 0.5 0.6 0.245
H 3.39676 -0.14373 -2.01472 -0.8 1.4 1.5 0.400
H 3.65469 1.50056 -2.02967 -0.2 1.0 0.0 0.389
C -2.26474 -1.40107 -0.33658 -1.1 -1.3 0.7 -0.620
C -1.32210 -1.72195 0.89788 -1.0 0.4 0.2 -0.405
C -1.64863 -0.64485 2.04254 -1.7 -3.4 -0.5 -0.604
H -2.56678 -2.43315 -0.82806 0.3 2.4 0.7 0.208
H -3.18217 -0.78129 0.04625 1.4 -1.6 -0.9 0.198
H -1.75972 -0.74572 -1.07213 -0.1 -0.5 0.3 0.207
H -0.26909 -1.70938 0.48957 -1.0 0.0 1.0 0.219
H -1.54422 -2.72578 1.44634 0.5 1.5 -1.6 0.193
H -0.76168 -0.51671 2.56220 1.6 0.9 1.3 0.210
H -2.37374 -1.22402 2.75462 1.1 1.5 -1.2 0.193
H -2.11712 0.26300 1.69024 0.2 0.2 -0.1 0.200
```
Forces are in eV/Å.

---

[2]
C25H39BrF4NO16PSSi | ωB97M-V with the def2-TZVPD basis set

Values from the calculation:
DFT total energy   -6237.244539 a.u.
M   856.60 g mol⁻¹
Largest force on an atom   3.08 eV/A
HOMO level   -9.47 eV
Energy above the lowest of the compared OMol25 structures with the same formula, charge and spin   11.1 kcal per mole

XYZ file:
```
89
Properties=species:S:1:pos:R:3:forces:R:3:lowdin_charge:R:1
C -1.52986 -5.35000 0.12031 -0.2 -0.3 0.6 -0.132
C -0.70417 -4.85321 1.31898 -0.5 0.4 -1.0 -0.662
Br -1.85891 -4.95745 2.90070 0.2 -0.2 0.2 0.783
C -0.29277 -3.39920 1.05679 0.1 -0.3 0.4 -0.181
C 0.90606 -2.83422 1.82556 -0.5 0.2 0.3 -0.363
C 0.79994 -1.31601 1.90439 -0.3 -0.2 -0.3 -0.070
C 0.71294 -0.59423 0.56849 0.3 0.1 -0.1 -0.244
O 1.94792 0.03880 0.25970 -0.3 0.2 0.1 -0.223
Si 1.89708 1.70282 0.08236 0.9 0.6 -0.6 0.444
C 0.56713 2.28808 -1.09620 0.2 -0.5 0.3 -0.155
C 3.55914 2.20137 -0.66483 -0.9 -0.2 0.7 -0.139
C 1.67534 2.64697 1.69499 -0.3 -0.2 -0.5 -0.136
O 0.74465 -3.26412 3.21284 0.3 -0.5 0.6 0.040
C 1.49685 -4.35118 3.46211 -0.1 -1.2 1.7 -0.541
O 1.55966 -4.97078 4.51365 -0.2 1.5 -2.7 0.145
O 2.19955 -4.66728 2.31907 0.0 -0.5 0.4 0.022
C 2.29946 -3.43885 1.59115 1.0 1.2 0.7 -0.479
C 3.37373 -2.59565 2.34498 0.4 0.0 -0.4 -0.174
C 4.58273 -3.43109 2.75850 -0.5 0.2 0.7 -0.269
N 5.69655 -2.55741 3.13113 0.2 -0.3 -0.4 0.010
P 3.01420 -3.62347 -0.11359 -0.8 -0.3 -0.9 0.501
S 1.89726 -3.21265 -1.64966 0.0 -0.1 -0.1 0.219
H -0.95141 -6.01702 -0.50648 0.3 0.1 -0.3 0.081
H -2.37789 -5.92082 0.47258 -0.2 -0.2 0.0 0.042
H -1.93883 -4.52080 -0.44149 0.0 0.2 -0.3 0.079
H 0.14569 -5.50494 1.44119 0.1 -0.2 0.5 0.089
H -1.14241 -2.78456 1.33500 -0.2 0.2 0.0 0.120
H -0.18229 -3.29148 -0.01258 0.4 0.1 -0.2 0.048
H -0.10949 -1.11812 2.46096 -0.2 -0.1 0.2 0.124
H 1.59476 -0.89348 2.49941 0.2 0.2 0.0 0.117
H -0.10837 0.11936 0.61767 -0.1 0.3 0.0 0.114
H 0.48870 -1.25904 -0.25770 -0.1 -0.2 -0.1 0.069
H 0.54153 1.73137 -2.02683 0.0 -0.2 -0.2 0.040
H 0.78196 3.32412 -1.32473 0.1 0.3 -0.1 0.028
H -0.40353 2.28495 -0.61713 -0.3 -0.1 -0.1 0.019
H 3.36567 3.12837 -1.19368 0.2 0.2 -0.2 0.035
H 4.24933 2.40887 0.14603 0.4 -0.1 0.0 0.027
H 3.94266 1.46620 -1.35503 0.2 -0.1 -0.2 0.004
H 1.81967 2.06241 2.59493 0.1 -0.1 0.2 0.024
H 0.68671 3.09502 1.69380 -0.3 0.0 0.2 0.023
H 2.37330 3.47699 1.67477 0.3 0.1 0.1 0.030
H 2.95614 -2.10747 3.21678 -0.2 -0.1 0.3 0.125
H 3.75296 -1.79712 1.71527 -0.2 0.3 -0.2 0.102
H 4.85885 -4.12116 1.96818 0.3 0.0 -0.2 0.104
H 4.28645 -4.04477 3.60501 -0.1 -0.4 0.0 0.115
H 6.55109 -3.09126 3.05552 0.2 0.1 0.0 0.065
H 5.62399 -2.31571 4.10768 -0.1 0.2 0.2 0.071
H 3.50913 -4.93966 -0.11616 0.1 0.1 0.2 0.000
H 4.15444 -2.81528 -0.11113 0.1 -0.1 0.4 0.005
O -4.66334 0.27723 4.89130 -0.2 0.2 -0.1 0.188
C -3.67809 -0.33685 5.10220 0.1 -0.1 -0.1 -0.551
O -3.61000 -1.68595 5.20816 0.2 0.1 0.1 0.072
C -2.22983 -2.05492 5.31892 0.0 -0.3 0.1 -0.066
C -1.60629 -0.78311 5.84316 0.0 0.1 -0.3 -0.310
F -0.33787 -0.61044 5.39162 -0.1 0.0 0.0 0.071
O -2.43998 0.21453 5.28200 -0.1 -0.1 0.3 0.129
H -1.84157 -2.32000 4.33668 0.1 0.1 0.0 0.092
H -2.10663 -2.90184 5.98830 -0.2 0.0 0.0 0.143
H -1.61070 -0.68716 6.93019 0.1 0.0 0.0 0.173
O 4.94058 2.36753 -4.10247 0.0 0.2 -0.1 0.190
C 4.98633 1.19301 -4.19828 -0.1 -0.1 0.0 -0.549
O 4.13508 0.32902 -3.58703 0.2 -0.1 -0.2 0.052
C 4.43187 -0.98934 -4.06253 -0.2 -0.2 0.3 -0.054
C 5.86254 -0.84571 -4.52324 -0.1 0.1 -0.3 -0.316
F 6.14199 -1.64605 -5.58282 0.0 0.1 0.0 0.073
O 5.91325 0.50724 -4.93213 0.1 -0.1 0.3 0.131
H 3.76510 -1.23823 -4.88879 0.1 0.0 -0.1 0.147
H 4.30369 -1.72041 -3.26806 -0.1 0.1 0.1 0.110
H 6.60944 -1.01561 -3.74577 0.1 -0.1 -0.1 0.172
O -0.87054 4.79136 -0.20180 0.1 0.1 0.2 0.167
C -1.79730 5.02444 -0.89662 -0.1 0.0 -0.2 -0.547
O -2.09178 6.24081 -1.41462 -0.1 -0.1 -0.1 0.076
C -3.19400 6.08571 -2.31665 0.0 0.2 0.0 -0.046
C -3.83567 4.81475 -1.81122 0.0 -0.1 -0.1 -0.314
F -4.39857 4.09828 -2.80844 0.2 -0.1 0.0 0.076
O -2.72297 4.10455 -1.28780 -0.2 0.2 0.2 0.130
H -2.81917 5.96532 -3.33382 0.0 -0.1 0.0 0.145
H -3.85455 6.94677 -2.27343 0.1 0.1 0.2 0.141
H -4.57412 4.96376 -1.02266 -0.1 -0.1 -0.1 0.173
O -7.23647 4.97106 -2.48691 0.1 0.2 0.3 0.183
C -7.58035 4.78304 -3.60028 -0.1 0.1 -0.2 -0.550
O -8.85289 4.52091 -3.98443 0.1 0.0 -0.1 0.076
C -8.89116 4.49715 -5.41509 -0.2 -0.1 0.0 -0.050
C -7.45059 4.19598 -5.76096 0.1 0.3 0.0 -0.313
F -7.07025 4.78229 -6.92233 0.0 0.0 0.1 0.076
O -6.75141 4.79184 -4.68401 -0.1 -0.3 0.0 0.123
H -9.19328 5.47613 -5.78899 0.1 0.0 -0.1 0.145
H -9.58755 3.74329 -5.77106 0.0 -0.1 0.2 0.140
H -7.20621 3.13345 -5.80354 0.1 0.0 -0.1 0.175
```
Forces are in eV/Å.

---

Number 2 is which compound?
C25H39BrF4NO16PSSi

---

Among the records above, which one has the highest energy above the lowest of the compared OMol25 structures with the same formula, charge and spin?
C5H13NO

---

Number 2 is which compound?
C25H39BrF4NO16PSSi